The following is a quantum chemistry calculation of a molecular structure, C6H16ClIO2PTl at a distorted geometry, from the Open Molecules 2025 dataset.

Last column: Mulliken charge in e.
Positions of all 28 atoms, in Å:
C (-0.434, -4.106, -1.278)  -0.9049
I (1.677, -1.741, -1.612)  -0.0383
H (-1.524, -4.107, -1.107)  0.3590
H (0.112, -4.949, -0.682)  0.3672
H (-0.148, -4.068, -2.383)  0.4265
Tl (-0.096, -2.779, 0.372)  0.9322
P (0.074, 1.175, -0.782)  0.7292
C (1.261, 1.793, -1.998)  -1.1826
C (-1.198, 0.637, -2.003)  -1.1156
H (-1.482, 2.644, 0.370)  0.4209
H (-0.878, 3.374, -1.155)  0.4491
H (0.151, 3.325, 0.301)  0.3924
C (-0.613, 2.790, -0.271)  -1.1181
H (-2.133, 0.392, -1.494)  0.4779
H (-1.362, 1.445, -2.725)  0.4218
H (0.738, 2.418, -2.719)  0.4481
H (1.735, 0.954, -2.497)  0.3803
H (-0.852, -0.260, -2.522)  0.3571
H (2.017, 2.376, -1.488)  0.4370
C (2.225, 0.398, 0.649)  0.2280
O (3.163, -0.124, 1.046)  -0.0804
Cl (-1.694, -0.072, 0.897)  -0.3469
C (-0.107, -0.286, 4.175)  -0.6260
O (0.512, -0.145, 2.909)  -0.3693
H (-1.224, -0.328, 4.185)  0.2629
H (0.183, 0.508, 4.852)  0.2547
H (0.212, -1.194, 4.660)  0.2680
H (-0.315, -0.071, 2.302)  0.1697

Output
- max |F| (eV/A) = 4.51
- charge = +2
- LUMO (alpha / beta) (Eh) = -0.4180 / -0.4174
- energy above the lowest of the compared OMol25 structures with the same formula, charge and spin (kJ/mol) = 273.2
- energy (Ha) = -1659.5529
- gap between HOMO and LUMO (alpha / beta) (eV) = 4.71 / 4.77

***

The following is a quantum chemistry calculation of a gas-phase ion, C6H16ClN4 (charge +1) at a distorted geometry, from the Open Molecules 2025 dataset.

Last column: Mulliken charge in e.
Positions of all 27 atoms, in Å:
N (-1.148, -0.183, 3.217)  -0.4968
C (-2.002, -1.014, 2.358)  -0.6417
C (-2.163, -0.462, 0.920)  -0.6654
C (-1.179, 0.635, 0.548)  -0.1978
C (-1.105, 0.895, -0.971)  -1.1779
C (0.312, 1.115, -1.469)  -0.6673
N (1.031, -0.115, -1.921)  -0.0912
Cl (0.507, -1.602, -1.172)  -0.0196
C (2.422, -0.119, -1.710)  0.5819
N (3.238, -0.552, -2.718)  -0.5008
N (2.961, 0.290, -0.599)  -0.2387
H (-1.697, 0.363, 3.860)  0.2208
H (-0.523, -0.763, 3.752)  0.2001
H (-1.567, -2.007, 2.299)  0.3460
H (-2.994, -1.119, 2.790)  0.2782
H (-3.183, -0.129, 0.742)  0.3419
H (-1.994, -1.289, 0.232)  0.2286
H (-1.370, 1.559, 1.082)  0.3961
H (-0.191, 0.309, 0.882)  0.2016
H (-1.626, 1.829, -1.175)  0.4604
H (-1.637, 0.139, -1.540)  0.5033
H (0.278, 1.756, -2.347)  0.3753
H (0.861, 1.660, -0.704)  0.4456
H (2.699, -0.737, -3.557)  0.3096
H (3.743, -1.400, -2.476)  0.3180
H (3.954, 0.446, -0.518)  0.2745
H (2.371, 0.498, 0.193)  0.2153

Output
- max |F| (eV/A) = 1.52
- SMILES string = NCCCCCN(Cl)C(N)=[NH2+]
- charge = +1
- LUMO (Eh) = -0.1716
- energy above the lowest of the compared OMol25 structures with the same formula, charge and spin (kJ/mol) = 0.0
- energy (Ha) = -917.1417
- gap between HOMO and LUMO (eV) = 7.19

***

The following is a quantum chemistry calculation of 2 unconnected molecules or ions with the total composition C6H16ClNSi at a distorted geometry, from the Open Molecules 2025 dataset.

Last column: Mulliken charge in e.
Positions of all 25 atoms, in Å:
C (1.826, 0.437, -0.001)  -1.5100
C (1.118, -1.232, 1.770)  -1.2611
C (1.352, -1.908, -0.773)  -1.3178
C (-2.753, 1.092, 1.470)  -0.9642
C (-0.868, 1.403, -2.283)  -1.1226
C (0.927, -0.840, 0.314)  1.2377
N (-1.507, 0.465, 1.315)  -0.0677
Si (-0.969, -0.303, -0.123)  0.2555
Cl (-2.393, -1.612, -0.870)  -0.3128
H (1.972, 0.606, -1.092)  0.4260
H (1.271, 1.347, 0.208)  0.3725
H (2.669, 0.380, 0.776)  0.3117
H (2.282, -1.457, 1.839)  0.3655
H (0.567, -2.087, 2.215)  0.3405
H (0.747, -0.404, 2.523)  0.2531
H (1.931, -1.332, -1.503)  0.3339
H (2.050, -2.676, -0.425)  0.3420
H (0.491, -2.395, -1.245)  0.2771
H (-3.243, 0.802, 2.423)  0.3120
H (-2.745, 2.269, 1.500)  0.2525
H (-3.357, 0.967, 0.586)  0.3181
H (-1.704, 1.988, -1.750)  0.2412
H (-0.040, 1.975, -2.203)  0.3854
H (-1.055, 1.058, -3.298)  0.2737
H (-0.768, 0.952, 1.752)  0.2579

Output
- max |F| (eV/A) = 5.29
- LUMO (Eh) = 0.0209
- energy above the lowest of the compared OMol25 structures with the same formula, charge and spin (kJ/mol) = 409.2
- energy (Ha) = -1042.5902
- gap between HOMO and LUMO (eV) = 8.48

***

The following is a quantum chemistry calculation of 2 unconnected molecules or ions with the total composition C6H16F6N2O5P3 at a distorted geometry, from the Open Molecules 2025 dataset.

Last column: Mulliken charge in e.
Positions of all 38 atoms, in Å:
C (-2.215, 3.124, -1.125)  -1.1810
C (-1.254, 2.710, -2.256)  -0.7481
C (-0.407, 1.477, -1.958)  0.1233
C (0.265, 0.985, -3.269)  -1.4733
N (0.624, 1.626, -0.899)  0.4995
P (1.510, 3.085, -0.895)  0.4215
N (2.797, 2.947, -0.006)  -0.7856
C (0.194, 1.281, 0.389)  0.0595
O (-0.316, 2.036, 1.133)  -0.4945
O (0.434, 0.019, 0.726)  -0.2726
C (0.972, -0.096, 2.024)  -0.5443
P (1.448, -1.829, 2.382)  0.9549
O (0.300, -2.616, 2.721)  -0.4909
O (2.330, -2.415, 1.190)  -0.4888
O (2.480, -1.768, 3.645)  -0.5812
H (-2.397, 2.321, -0.432)  0.2757
H (-1.872, 4.023, -0.636)  0.2784
H (-3.169, 3.372, -1.574)  0.3917
H (-0.680, 3.552, -2.626)  0.3369
H (-1.894, 2.425, -3.082)  0.5072
H (-1.101, 0.695, -1.686)  0.4724
H (0.190, 1.775, -4.007)  0.3667
H (1.311, 0.810, -3.062)  0.4015
H (-0.228, 0.111, -3.658)  0.3442
H (1.743, 3.406, -2.247)  0.0740
H (0.651, 4.073, -0.376)  0.0180
H (3.609, 3.118, -0.586)  0.2105
H (1.850, 0.535, 2.162)  0.4006
H (0.261, 0.166, 2.794)  0.3150
H (3.146, -2.730, 1.603)  0.2956
H (2.194, -1.038, 4.207)  0.3147
F (-1.557, -3.877, 0.568)  -0.3005
P (-1.816, -5.308, 1.347)  1.0088
F (-3.182, -4.455, 1.720)  -0.3497
F (-2.859, -6.457, 0.781)  -0.3428
F (-0.954, -5.991, 0.113)  -0.3607
F (-2.039, -6.030, 2.820)  -0.3599
F (-0.367, -5.062, 2.055)  -0.2969

Output
- max |F| (eV/A) = 2.68
- charge = -1
- LUMO (Eh) = 0.0799
- energy (Ha) = -2347.4447
- gap between HOMO and LUMO (eV) = 9.23

***

The following is a quantum chemistry calculation of a molecular structure, C6H16FO6S2Zn2 at a distorted geometry, from the Open Molecules 2025 dataset.

Last column: Löwdin spin population.
Positions of all 33 atoms, in Å:
Zn (1.555, -3.820, -0.321)  0.7324
Zn (-1.566, -2.053, 1.348)  0.0330
F (-0.033, -2.599, 0.181)  0.1830
O (2.174, -0.761, 2.643)  0.0037
S (1.131, -0.029, 1.902)  0.0122
O (-0.323, -0.446, 1.845)  0.0060
O (1.124, 1.574, 2.287)  0.0008
C (2.214, 2.011, 3.159)  0.0002
C (2.180, 1.600, 4.587)  0.0001
C (1.850, 0.197, 0.189)  0.0058
H (2.259, 3.098, 3.085)  0.0000
H (3.183, 1.740, 2.743)  0.0000
H (1.279, 2.089, 4.959)  0.0000
H (2.929, 1.834, 5.344)  0.0000
H (2.039, 0.538, 4.789)  0.0000
H (2.475, 1.090, 0.192)  0.0003
H (0.956, 0.448, -0.382)  0.0000
H (2.453, -0.600, -0.246)  0.0077
O (-1.861, -0.653, -0.299)  0.0056
S (-2.050, 0.426, -1.310)  0.0024
O (-1.432, 1.694, -0.995)  0.0006
O (-1.748, -0.115, -2.893)  0.0002
C (-0.661, -1.027, -3.027)  0.0017
C (-0.847, -1.857, -4.323)  0.0002
C (-3.810, 0.805, -1.504)  0.0004
H (-0.564, -1.604, -2.107)  0.0034
H (0.297, -0.514, -3.113)  0.0000
H (-0.996, -1.022, -5.008)  0.0000
H (-1.857, -2.241, -4.467)  0.0000
H (-0.051, -2.510, -4.681)  0.0001
H (-4.020, 0.815, -2.574)  0.0001
H (-3.866, 1.799, -1.060)  0.0000
H (-4.415, 0.094, -0.942)  0.0000

Output
- 2S+1 = 2
- max |F| (eV/A) = 3.70
- charge = +2
- LUMO (alpha / beta) (Eh) = -0.3809 / -0.3855
- energy (Ha) = -5143.7902
- gap between HOMO and LUMO (alpha / beta) (eV) = 6.20 / 6.23

***

The following is a quantum chemistry calculation of a molecular structure, C6H16FeN6O8 at a distorted geometry, from the Open Molecules 2025 dataset.

Last column: Löwdin spin population.
Positions of all 37 atoms, in Å:
Fe (1.212, 0.494, 1.310)  3.0559
O (-1.458, 1.241, -0.374)  -0.0093
C (-1.739, 2.575, -0.768)  -0.0009
C (-0.971, 3.778, -0.087)  -0.0006
O (0.217, 3.466, 0.632)  -0.0183
H (-2.802, 2.664, -0.990)  -0.0002
H (-1.332, 2.699, -1.771)  -0.0001
H (-1.664, 4.391, 0.489)  -0.0003
H (-0.656, 4.494, -0.846)  -0.0003
C (2.439, 0.917, 4.608)  0.0010
O (2.615, 2.116, 5.040)  0.0723
O (1.322, 0.362, 4.386)  0.4869
O (3.075, 0.526, 3.651)  0.4378
C (1.987, -3.891, -0.215)  -0.0011
O (1.670, -3.087, 0.517)  -0.0123
N (2.851, -4.836, -0.051)  -0.0002
N (1.460, -3.986, -1.386)  -0.0001
H (2.865, -5.687, -0.594)  0.0000
H (3.246, -4.649, 0.860)  -0.0001
H (1.001, -3.141, -1.695)  -0.0002
H (1.795, -4.710, -2.006)  0.0000
C (2.832, 0.783, -3.214)  -0.0003
O (2.772, 0.678, -2.013)  -0.0097
N (3.888, 0.678, -3.975)  -0.0001
N (1.729, 0.914, -3.941)  0.0000
H (4.830, 0.504, -3.654)  0.0000
H (3.766, 1.100, -4.884)  0.0000
H (1.821, 0.825, -4.943)  0.0000
H (0.925, 0.845, -3.333)  0.0000
C (-5.277, -0.466, 2.813)  0.0000
O (-6.088, -0.705, 3.671)  0.0000
N (-5.679, 0.060, 1.703)  0.0000
N (-3.964, -0.545, 2.815)  0.0000
H (-5.009, 0.174, 0.956)  0.0000
H (-6.606, 0.446, 1.595)  0.0000
H (-3.566, -0.926, 3.662)  -0.0001
H (-3.505, -0.101, 2.033)  0.0001

Output
- 2S+1 = 5
- max |F| (eV/A) = 9.41
- charge = -2
- LUMO (alpha / beta) (Eh) = 0.1429 / 0.1431
- energy above the lowest of the compared OMol25 structures with the same formula, charge and spin (kJ/mol) = 1114.0
- energy (Ha) = -2432.0975
- gap between HOMO and LUMO (alpha / beta) (eV) = 3.13 / 3.16

***

The following is a quantum chemistry calculation of a molecular structure, C6H16HgP2S4Sb at a distorted geometry, from the Open Molecules 2025 dataset.

Last column: Löwdin spin population.
Positions of all 30 atoms, in Å:
Hg (0.346, 0.905, 0.277)  0.0042
C (-2.285, -1.304, 2.683)  0.0006
P (-1.339, -1.424, 1.070)  0.0006
C (0.128, -2.299, 1.749)  0.0002
C (-2.325, -2.864, 0.377)  -0.0001
C (-1.672, -3.330, -0.919)  0.0008
P (-0.703, -1.748, -1.500)  0.0010
C (-0.085, -2.532, -3.067)  -0.0001
C (-2.230, -0.916, -2.118)  0.0000
H (-1.770, -0.604, 3.342)  0.0002
H (-2.384, -2.274, 3.182)  0.0001
H (-3.282, -0.906, 2.478)  0.0000
H (-0.181, -3.219, 2.253)  0.0000
H (0.640, -1.648, 2.459)  0.0004
H (0.811, -2.535, 0.934)  0.0000
H (-3.342, -2.500, 0.198)  0.0000
H (-2.389, -3.635, 1.153)  0.0000
H (-2.393, -3.753, -1.631)  0.0001
H (-0.924, -4.104, -0.708)  0.0000
H (-0.842, -3.201, -3.484)  0.0000
H (0.808, -3.111, -2.823)  0.0000
H (0.185, -1.759, -3.781)  0.0000
H (-2.859, -1.627, -2.662)  0.0000
H (-1.946, -0.089, -2.761)  0.0000
H (-2.785, -0.516, -1.265)  0.0001
S (1.499, 5.652, 0.968)  0.2767
Sb (2.580, 3.635, 0.578)  0.3149
S (0.703, 0.341, -1.946)  0.0063
S (1.514, 1.985, 2.097)  0.1317
S (4.815, 3.790, 1.173)  0.2623

Output
- 2S+1 = 2
- max |F| (eV/A) = 1.16
- charge = -2
- LUMO (alpha / beta) (Eh) = 0.1779 / 0.1568
- energy (Ha) = -2907.3984
- gap between HOMO and LUMO (alpha / beta) (eV) = 5.58 / 5.03

***

The following is a quantum chemistry calculation of 3 unconnected molecules or ions with the total composition C6H16IO2, from the Open Molecules 2025 dataset.

Last column: Mulliken charge in e.
Positions of all 25 atoms, in Å:
I (2.424, -0.475, 2.174)  -0.7211
C (-1.065, -2.150, -0.033)  -0.7421
C (0.170, -2.761, -0.694)  0.4115
C (0.885, -1.712, -1.529)  -1.0278
O (1.030, -3.325, 0.283)  -0.5140
H (-1.828, -1.924, -0.785)  0.3444
H (-0.799, -1.237, 0.503)  -0.1509
H (-1.507, -2.836, 0.693)  0.3309
H (-0.158, -3.582, -1.339)  0.2519
H (1.838, -2.071, -1.928)  0.3299
H (1.083, -0.803, -0.960)  0.1363
H (0.289, -1.457, -2.415)  0.3631
H (1.497, -2.574, 0.692)  0.1755
C (-0.526, 1.902, -0.824)  -0.7278
C (-0.076, 2.731, 0.377)  0.3954
C (-0.849, 2.347, 1.634)  -1.2011
O (1.320, 2.594, 0.570)  -0.4850
H (-1.546, 2.151, -1.135)  0.4148
H (-0.503, 0.838, -0.583)  -0.2351
H (0.148, 2.088, -1.662)  0.2949
H (-0.242, 3.786, 0.136)  0.2829
H (-1.860, 2.756, 1.586)  0.3858
H (-0.331, 2.729, 2.514)  0.3260
H (-0.862, 1.260, 1.740)  0.2502
H (1.467, 1.722, 0.983)  0.1115

Output
- max |F| (eV/A) = 0.75
- charge = -1
- LUMO (Eh) = 0.1274
- energy above the lowest of the compared OMol25 structures with the same formula, charge and spin (kJ/mol) = 10.8
- energy (Ha) = -686.4861
- gap between HOMO and LUMO (eV) = 7.59

***

The following is a quantum chemistry calculation of a molecular structure, C6H16InNO6P at a distorted geometry, from the Open Molecules 2025 dataset.

Last column: Mulliken charge in e.
Positions of all 31 atoms, in Å:
In (16.894, 23.410, 10.276)  1.6595
C (19.587, 20.343, 10.978)  -1.2271
C (19.518, 21.831, 11.218)  -0.1287
O (18.437, 22.552, 10.612)  -0.6773
H (20.348, 19.923, 11.635)  0.3380
H (19.990, 20.141, 9.985)  0.3237
H (18.655, 19.778, 10.995)  0.3122
H (20.467, 22.211, 10.838)  0.3199
H (19.578, 22.012, 12.291)  0.3045
P (15.549, 25.317, 9.490)  0.5339
O (14.704, 24.061, 9.754)  -0.6407
O (16.605, 24.860, 8.400)  -0.7300
O (16.430, 25.458, 10.704)  -0.5755
O (14.746, 26.573, 8.970)  -0.9675
C (17.983, 23.847, 14.354)  -1.6143
C (17.415, 23.354, 12.982)  1.3089
C (15.923, 22.839, 13.024)  -0.6397
O (15.471, 22.602, 11.685)  -0.1527
C (14.095, 22.338, 11.660)  -0.8361
N (17.511, 24.590, 12.231)  -0.4284
H (17.279, 24.583, 14.743)  0.4080
H (18.957, 24.335, 14.318)  0.4466
H (18.224, 23.054, 15.061)  0.3595
H (18.157, 22.724, 12.491)  -0.8931
H (15.305, 23.522, 13.607)  0.3653
H (15.900, 21.892, 13.563)  0.3965
H (13.878, 22.113, 10.616)  0.2731
H (13.483, 23.200, 11.926)  0.3384
H (13.741, 21.510, 12.272)  0.3239
H (16.750, 25.181, 12.534)  0.3043
H (18.321, 25.171, 12.395)  0.1949

Output
- max |F| (eV/A) = 8.50
- charge = -1
- LUMO (Eh) = 0.0905
- energy (Ha) = -1275.8821
- gap between HOMO and LUMO (eV) = 5.82